ORCA calculation (ωB97M-V/def2-TZVPD) on a cluster of 2 separate species, C4H7N3O in total.

```
15
Properties=species:S:1:pos:R:3:forces:R:3
C 0.9928 -0.5801 0.0299 2.94 -0.40 1.31
C 0.3285 0.6776 0.0324 -3.81 -1.05 0.88
C 0.9018 1.5810 -0.6471 3.68 3.09 -3.73
C -2.1182 0.0502 0.3660 -0.49 -1.30 -3.39
H 2.6340 0.3866 0.8864 0.88 2.16 3.16
H 2.6387 -1.3467 0.3249 1.61 2.23 0.97
H -0.4590 -1.6459 -0.1029 -1.86 -0.27 -0.70
H 0.7010 2.6029 -0.8079 -1.37 0.96 0.22
H 1.8048 1.3598 -1.2907 -0.88 -0.16 1.41
H -1.0628 1.2466 1.8784 0.54 -1.46 -5.22
H -3.0364 0.0416 1.0985 2.09 0.49 -0.86
N 2.4769 -0.2939 0.2606 -4.36 -7.46 -4.79
N 0.5149 -1.7465 -0.0989 2.46 0.56 0.72
N -1.0023 0.8618 0.5536 -1.49 1.27 6.97
O -2.2220 -0.5958 -0.7100 0.06 1.35 3.04
```
Forces are in eV/Å.

Results
E_LUMO	-0.10	eV
ΔE to the lowest compared entry with this formula, charge and spin	105.4	kcal/mol